8 unconnected molecules or ions with the total composition C18H55N11O9, computed with wB97M-V/def2-TZVPD.

Geometry as XYZ:
```
93
C18H55N11O9 wB97M-V/def2-TZVPD
C 12.21 7.06 18.95
O 12.45 8.29 18.24
C 11.89 8.27 16.93
C 12.41 9.39 16.08
C 11.51 9.50 14.85
N 13.77 9.29 15.65
H 12.38 6.16 18.36
H 11.14 7.05 19.36
H 12.88 7.05 19.76
H 12.04 7.31 16.43
H 10.79 8.51 17.06
H 12.31 10.28 16.62
H 11.65 10.42 14.27
H 10.46 9.46 15.13
H 11.74 8.65 14.19
H 14.36 9.03 16.43
H 13.90 8.60 14.90
C 12.81 18.07 6.15
O 12.43 18.99 7.17
C 12.47 18.62 8.53
C 11.58 17.49 8.99
C 10.13 17.90 8.87
N 11.84 17.18 10.40
H 11.96 17.57 5.68
H 13.60 17.40 6.54
H 13.19 18.67 5.27
H 13.51 18.28 8.69
H 12.34 19.58 9.04
H 11.76 16.62 8.35
H 9.42 17.15 9.23
H 9.86 18.09 7.81
H 9.88 18.84 9.44
H 12.74 16.76 10.49
H 11.64 17.95 10.99
C 8.28 15.90 18.78
O 9.49 15.65 18.16
C 9.81 16.51 17.08
C 11.13 16.04 16.42
C 11.69 17.07 15.42
N 11.09 14.70 15.74
H 8.38 16.86 19.32
H 7.97 15.08 19.44
H 7.45 16.11 18.11
H 9.02 16.49 16.33
H 9.92 17.51 17.53
H 11.83 15.96 17.21
H 11.06 17.20 14.56
H 12.68 16.67 15.10
H 11.81 18.07 15.85
H 10.42 14.61 15.01
H 10.80 14.07 16.48
N 9.48 14.45 12.05
C 9.91 13.25 12.60
N 11.01 12.80 11.85
O 9.36 12.63 13.52
H 9.96 14.56 11.11
H 8.56 14.78 12.12
H 11.68 13.38 11.35
H 11.48 12.16 12.43
N 15.69 15.74 12.28
C 15.30 15.97 11.01
N 14.78 14.77 10.45
O 15.44 17.00 10.44
H 15.71 14.83 12.65
H 15.96 16.65 12.71
H 14.55 14.69 9.49
H 14.72 13.93 10.97
N 17.01 20.08 12.38
C 16.26 19.80 13.50
N 15.34 18.77 13.29
O 16.33 20.41 14.57
H 17.68 20.86 12.40
H 16.66 19.92 11.48
H 14.63 18.86 14.00
H 15.07 18.54 12.32
N 13.27 14.45 13.90
C 13.65 13.12 13.79
N 13.29 12.33 14.83
O 14.28 12.63 12.84
H 12.69 14.81 14.62
H 13.41 14.99 13.09
H 13.79 11.45 14.93
H 12.76 12.73 15.58
O 14.77 8.19 12.83
C 15.44 9.51 12.82
C 16.60 9.56 11.87
O 17.42 8.33 11.94
H 15.43 7.59 12.46
H 14.75 10.30 12.53
H 15.87 9.80 13.81
H 17.26 10.45 12.01
H 16.28 9.43 10.82
H 18.15 8.47 12.51
```

Calculated values
SMILES ... COC[C@H](C)N.COC[C@H](C)N.COC[C@H](C)N.NC(N)=O.NC(N)=O.NC(N)=O.NC(N)=O.OCCO
Spin multiplicity ... 1
HOMO ... -9.2 eV
HOMO-LUMO gap ... 9.6 eV
LUMO ... 0.015 Eh
Total charge ... 0
E ... -1998.36007 Ha
Energy above the lowest of the compared OMol25 structures with the same formula, charge and spin ... 75.5 kcal/mol